(1)
111
Properties=species:S:1:pos:R:3:forces:R:3:mulliken_charge:R:1 method="wB97M-V/def2-TZVPD" e_above_lowest_kj_mol=0.00
C 1.257019 -0.643257 -0.152724 1.311 3.855 1.864 0.235
C 0.228865 0.422577 -0.134693 -2.646 2.812 0.192 0.692
O -0.104535 1.263273 -0.977677 1.221 -3.094 2.954 -0.594
N -0.531376 0.321598 1.251748 3.711 4.376 -3.745 0.974
H -0.488831 -0.613388 1.447532 -1.334 -5.071 1.113 -0.264
H 0.197362 0.617468 1.886049 1.316 1.281 1.619 -0.003
C -1.707272 1.035729 1.422705 -3.040 0.779 -2.739 -1.127
H 1.499763 -1.117277 0.790708 -0.705 -0.502 -0.314 -0.590
H 2.105274 -0.024723 -0.410967 0.795 -0.225 -0.490 0.432
H 0.905874 -1.077232 -0.984067 -0.402 -3.224 -2.975 0.087
H -1.894644 1.879674 0.706305 1.317 -0.089 0.966 0.206
H -1.913797 1.301313 2.422778 -0.279 0.181 0.959 0.445
H -2.421123 0.391386 0.926949 -1.129 -0.474 0.881 0.456
C -0.517151 -0.733192 5.366539 0.010 1.285 3.446 -0.211
C 0.581190 -1.696537 5.126115 0.488 0.269 2.463 0.590
O 0.959150 -2.348894 6.065369 0.761 -0.699 -1.478 -0.502
N 1.360394 -1.582475 3.850931 -1.825 0.853 -0.724 0.432
H 0.831927 -2.009264 3.032707 -1.899 -0.084 -0.034 -0.015
H 1.449623 -0.572886 3.385728 -0.237 1.358 1.555 0.345
C 2.551166 -2.304971 3.885932 2.096 3.536 5.614 -1.560
H -0.660730 -0.418863 4.448165 -1.197 2.762 -4.474 -0.305
H -0.135934 0.181380 6.058796 -0.731 -2.311 -1.679 0.228
H -1.543737 -1.022626 5.702313 1.360 -0.610 0.241 0.332
H 3.179881 -1.939768 4.789200 -0.906 -1.072 -1.409 0.326
H 3.126639 -2.267976 3.091244 2.500 1.111 -4.280 0.564
H 2.279182 -3.236971 3.931437 -0.906 -5.583 1.138 0.709
O 1.364623 1.000421 3.217380 0.096 -2.824 -4.802 -1.070
H 1.301618 1.348738 4.039082 -0.334 1.733 3.893 0.142
O -0.427161 -2.086237 2.010802 0.658 -0.061 0.063 -0.822
H -1.088151 -2.768277 2.116937 -0.079 -0.181 -0.014 -0.067
F 2.090786 2.563694 -6.180567 0.709 1.780 0.178 -0.309
C 1.624974 1.367365 -5.969328 -0.610 -3.007 -1.976 0.045
C 1.266154 0.880956 -4.774329 -2.168 -0.111 2.419 -0.341
C 0.570716 -0.404144 -4.698534 2.957 4.540 -0.884 -0.276
C 0.534821 -1.167457 -5.774761 0.926 -2.519 -3.232 0.042
C 1.021576 -0.806426 -7.050282 0.594 1.276 -1.431 -0.945
C 1.508066 0.535931 -7.104090 -0.527 -1.285 -0.863 -0.221
H 1.297811 1.604682 -3.926784 0.007 -0.960 -0.392 0.393
H 0.300119 -0.752058 -3.795578 -1.047 -1.147 3.014 0.675
H 0.403698 -2.216082 -5.716234 -1.074 -0.929 0.570 0.357
H 1.013994 -1.586712 -8.031413 -0.001 2.539 3.063 0.195
H 1.758363 1.027821 -8.029397 0.264 -0.202 -0.371 0.398
F -4.060354 -2.202702 -5.457968 0.844 -0.158 0.386 -0.303
C -3.353184 -2.275895 -4.305080 0.106 0.598 2.154 0.239
C -2.169999 -2.943599 -4.106962 0.813 -2.274 -0.776 -0.396
C -1.532923 -2.997033 -2.798347 -0.403 -0.128 -3.572 -0.238
C -2.058439 -2.240173 -1.750049 2.397 -2.775 2.680 0.422
C -3.351325 -1.785570 -1.851064 -0.215 1.818 -1.907 -0.727
C -3.893723 -1.669093 -3.174502 -0.324 0.025 0.647 -0.278
H -1.862716 -3.624700 -4.989157 0.062 1.203 1.701 0.314
H -0.671100 -3.702893 -2.865306 -0.424 1.158 0.986 0.198
H -1.441896 -2.345543 -0.707440 -1.861 0.516 -2.378 0.004
H -3.815667 -1.321463 -0.978302 -0.125 -0.061 -0.504 0.364
H -4.747030 -1.075806 -3.441109 -0.744 0.117 0.691 0.399
F 1.316561 -7.729604 -1.398741 0.194 0.760 0.511 -0.336
C 1.836424 -6.802669 -0.525758 -2.515 1.097 -0.744 0.388
C 2.949381 -7.158165 0.169692 0.914 0.903 0.511 -0.508
C 3.450196 -6.186640 1.038944 0.726 -1.169 1.020 -0.530
C 2.875559 -4.911517 1.172683 -0.378 -0.783 -0.618 -0.324
C 1.726642 -4.471214 0.468248 0.341 -4.808 -1.626 0.301
C 1.139551 -5.556415 -0.362270 2.341 1.378 1.047 -0.751
H 3.484928 -8.082908 0.007819 -0.317 -0.139 0.014 0.457
H 4.313468 -6.545083 1.747385 -1.609 1.184 -1.519 0.223
H 3.444477 -4.420678 1.896432 0.266 1.834 0.944 0.470
H 1.239967 -3.521479 0.373817 0.102 0.420 0.681 0.174
H 0.271166 -5.243721 -0.925350 -0.045 -0.640 -0.242 0.396
C 5.479268 -2.348820 -2.187459 0.567 3.052 -0.108 -0.605
C 5.201381 -1.527383 -3.484127 4.009 1.247 0.441 -1.125
C 3.807582 -1.430719 -3.756736 -0.801 0.865 9.187 -0.375
S 3.238019 -2.930325 -3.337264 -3.249 -2.936 -0.855 0.978
O 3.349097 -3.687339 -4.563176 -0.306 -0.890 0.174 -0.774
O 1.946068 -2.820264 -2.643759 1.355 -0.367 -0.489 -0.294
C 4.542525 -3.445169 -2.221892 -1.657 -2.088 -0.007 -0.210
H 5.134731 -1.752699 -1.306511 1.176 0.023 -0.498 0.251
H 6.539869 -2.579321 -2.258687 -0.077 -0.219 0.856 0.329
H 5.500160 -2.164101 -4.306024 1.238 0.047 -0.404 0.441
H 5.710159 -0.478207 -3.539398 -0.616 -2.092 0.175 0.325
H 3.695230 -1.014958 -4.583703 -2.091 2.807 -7.631 0.576
H 3.317213 -0.832664 -2.953237 0.223 0.405 -0.592 0.146
H 4.864812 -4.427572 -2.467359 0.777 -0.639 -1.557 0.447
H 4.094015 -3.780540 -1.318103 -0.737 0.787 1.341 -0.140
C -6.866577 3.490728 3.677410 2.249 -4.342 -3.324 -0.710
C -6.521026 4.332731 2.436752 -3.327 -3.639 -2.143 -0.486
C -5.459588 5.160636 2.821675 2.808 4.524 -1.420 -0.701
S -4.216536 4.302465 3.715070 -3.122 0.943 1.724 1.108
O -3.857019 5.045779 4.897418 0.744 -0.023 -0.273 -0.770
O -3.254860 3.840763 2.774856 0.949 -1.004 -0.438 -0.467
C -5.516746 3.117258 4.258083 1.330 -1.885 -2.540 -0.751
H -7.370310 2.426244 3.411746 0.435 3.004 0.765 0.252
H -7.357490 4.165138 4.219913 -2.536 1.826 3.014 0.464
H -7.505807 4.889587 2.271108 1.652 -0.649 -0.912 0.293
H -6.136970 3.647274 1.638013 -1.140 0.546 0.024 0.265
H -5.957369 5.844328 3.450112 0.332 1.401 1.420 0.421
H -4.974746 5.773619 1.988531 -0.566 -0.868 1.012 0.348
H -5.538599 3.081847 5.301319 0.509 -0.547 1.568 0.414
H -5.195998 2.185738 3.681469 -0.313 0.683 1.471 0.291
C -0.236699 5.015822 2.190774 6.876 -2.462 -2.911 -0.036
C 0.645680 6.316489 2.363477 2.248 -2.829 2.664 -0.655
C 0.023852 7.286300 1.591799 0.945 3.946 -4.269 -0.831
S -0.251544 6.494025 0.008995 -0.016 0.516 -1.197 1.232
O 1.017769 6.498104 -0.711134 -0.934 0.083 0.474 -0.672
O -1.457812 7.036299 -0.595147 0.662 -0.134 0.061 -0.714
C -0.587336 4.857758 0.596609 -3.006 1.813 2.374 -0.537
H -1.106874 5.081554 2.605221 -4.922 0.519 3.203 0.090
H 0.394137 4.053103 2.604376 -1.871 2.258 -1.143 0.003
H 1.696620 6.288320 2.080281 0.070 -1.154 -0.795 0.338
H 0.867563 6.617609 3.389392 -1.049 -0.167 0.430 0.363
H 0.556107 8.236432 1.267886 0.193 -1.239 0.496 0.414
H -0.816302 7.707316 1.965047 -3.327 0.631 1.099 0.420
H 0.080908 4.169404 0.243151 1.332 -1.691 -1.588 0.395
H -1.742710 4.725662 0.283596 2.814 -0.204 1.136 0.212

=====

(2)
119
Properties=species:S:1:pos:R:3:forces:R:3:mulliken_charge:R:1 method="wB97M-V/def2-TZVPD" e_above_lowest_kj_mol=1335.00 smiles="CCOCCOc1c(CCCF)cc2c(c1[PH2]=S)N(C(F)(F)C(F)F)c1ccc(CCCCNC(C)=O)c(F)c1S2.CCOS(C)(=O)=O.CCOS(C)(=O)=O.CCOS(C)(=O)=O"
C 1.813384 2.044296 6.305317 -0.555 -0.663 0.120 -0.937
C 3.245998 2.852909 6.271360 -0.154 -1.288 0.039 0.373
O 3.083477 4.343832 6.260941 2.126 -1.556 0.187 -0.375
C 4.373738 4.985677 6.649493 -0.284 0.309 1.369 -0.086
C 4.676783 6.396224 5.871253 -0.366 -0.293 1.945 -0.479
O 5.475630 6.266082 4.637218 -1.607 -3.044 -0.545 -0.341
C 5.134897 5.051519 3.880320 -1.322 -1.844 -1.401 0.182
C 6.057071 3.673909 3.990849 -3.382 -0.113 -2.517 0.714
C 7.403019 3.507346 4.911923 -0.159 -0.250 -0.073 -0.683
C 8.339708 4.847928 5.026149 0.148 0.956 0.357 -0.524
C 8.740857 5.535547 3.587674 0.110 0.032 0.792 -0.106
F 9.012021 6.986772 3.832643 -0.403 -2.997 -0.467 -0.338
C 5.523966 2.353387 3.113969 -1.858 3.400 0.195 -1.038
C 4.135439 2.437709 2.185250 0.315 3.076 1.637 0.568
C 3.239007 3.806804 2.073171 3.947 0.669 3.105 -0.337
C 3.755392 5.141514 2.938905 1.570 -4.187 0.477 -0.266
P 2.689967 6.767497 2.833680 0.896 0.339 -1.542 0.145
S 3.631878 8.214137 1.887992 -0.146 -0.462 0.636 -0.410
N 1.955350 3.987264 1.294606 1.768 -2.000 -0.798 0.550
C 2.180518 4.490257 -0.113103 0.087 2.205 -0.981 0.869
F 0.864635 5.088271 -0.553299 3.888 -2.063 1.132 -0.336
F 3.159754 5.633739 -0.197090 -3.226 -3.779 0.764 -0.284
C 2.706013 3.365042 -1.182551 1.130 1.245 -2.814 0.322
F 4.194295 3.159802 -1.070881 -4.755 0.643 -0.020 -0.249
F 2.509082 3.971855 -2.552306 0.607 -1.682 3.839 -0.313
C 1.050173 2.777468 1.355076 -3.620 -2.922 0.086 -0.331
C -0.587961 3.102941 1.445548 0.916 -3.811 0.302 -0.673
C -1.683307 1.888147 1.558985 5.817 0.068 -0.486 -0.007
C -1.093460 0.329648 1.571303 0.818 1.040 -0.613 0.161
C -2.267117 -0.848869 1.742299 1.628 0.536 1.416 -0.526
C -2.928264 -0.557429 3.250270 0.483 0.690 0.496 -0.528
C -4.339652 0.287202 3.170850 0.494 0.487 0.103 -0.409
C -4.288154 1.740783 3.977887 -0.213 -0.284 -0.305 -0.577
N -5.216152 2.675477 3.184589 1.557 3.421 1.378 -0.399
C -5.245280 4.068649 3.814121 1.100 1.155 5.107 0.522
C -5.742313 5.411789 2.976631 -0.058 -0.161 -0.615 -0.835
O -4.907517 4.286853 5.108835 -1.973 -1.840 -7.708 -0.556
C 0.496599 -0.065028 1.457440 -0.826 4.038 0.105 -0.086
F 1.050864 -1.442555 1.478987 -2.090 4.356 -0.044 -0.198
C 1.576154 1.194434 1.338406 -2.782 1.501 0.592 0.393
S 3.465228 0.933024 1.216493 -1.475 1.756 1.400 -0.205
H 0.871612 2.710617 6.108592 1.989 -1.012 0.332 0.230
H 1.779185 1.168983 5.494038 0.291 2.050 1.651 0.207
H 1.630194 1.495578 7.344371 0.510 1.372 -2.131 0.286
H 3.829282 2.464637 5.326888 -1.031 1.182 1.674 -0.086
H 3.867761 2.481418 7.211224 -1.239 1.081 -1.756 0.268
H 4.242699 5.263270 7.802384 0.378 -0.436 -2.360 0.335
H 5.244439 4.205273 6.606553 -1.512 1.669 -0.241 0.000
H 3.651618 6.949817 5.732108 1.951 -1.119 -0.114 0.094
H 5.302472 7.068391 6.633879 -1.140 -1.500 -1.931 0.354
H 8.013176 2.574244 4.489056 -1.334 2.133 0.755 0.373
H 7.096930 3.200715 6.012908 0.480 0.641 -2.258 0.284
H 7.798551 5.680984 5.687120 0.998 -1.890 -1.646 0.128
H 9.347885 4.607429 5.612581 -2.235 0.262 -1.333 0.392
H 9.745285 5.020402 3.237447 -2.125 1.381 0.384 0.291
H 7.878828 5.484506 2.789284 1.826 0.119 1.656 0.147
H 6.164256 1.351720 3.218519 -1.781 2.396 -0.456 0.200
H 1.496279 6.491124 2.022365 0.921 -0.463 1.268 0.090
H 2.211882 7.215143 4.116585 0.186 -0.939 -0.503 0.120
H 2.098931 2.364743 -1.196053 1.566 1.933 0.283 0.156
H -0.934247 4.229000 1.452403 0.881 -2.555 -0.054 0.282
H -2.820062 2.155298 1.634920 2.562 -0.907 -0.202 0.026
H -3.065750 -0.805221 0.884351 1.725 -0.122 1.688 0.376
H -1.685345 -1.876787 1.803954 -1.407 2.087 -0.466 0.113
H -2.164785 0.145838 3.839974 -1.525 -1.658 -1.310 0.259
H -2.997028 -1.545643 3.900981 -0.110 2.020 -1.616 0.409
H -5.212372 -0.352685 3.622080 1.555 1.350 -1.234 0.338
H -4.515340 0.579065 2.027530 0.041 -0.915 2.467 0.212
H -4.697843 1.676837 5.076944 0.929 0.116 -2.312 0.423
H -3.230950 2.244001 3.969652 -1.760 -1.329 0.266 0.216
H -4.804203 2.840857 2.229344 -0.832 -0.379 1.097 0.336
H -6.872513 5.343509 2.659966 2.221 -0.145 0.704 0.260
H -5.131863 5.584812 1.975129 -1.149 -0.619 2.083 0.247
H -5.617620 6.384912 3.623157 -0.101 -2.336 -1.013 0.267
O 0.088110 -7.132001 0.308499 0.956 0.350 -0.297 -0.639
S 1.145120 -6.774167 -0.610720 0.134 0.259 -0.397 1.199
O 2.539143 -7.032051 -0.317129 -1.211 0.141 0.134 -0.615
O 0.979440 -5.205257 -1.024503 -0.101 -1.311 -0.376 -0.198
C 0.959015 -4.229877 0.008532 0.209 0.740 0.887 -0.302
C 2.342151 -4.003658 0.591635 0.302 -0.169 0.232 -1.046
C 0.779726 -7.474784 -2.200190 -0.025 0.186 -0.074 -0.924
H 0.240923 -4.508308 0.788036 0.056 -0.125 -0.134 0.330
H 0.603761 -3.294869 -0.437693 -0.042 -0.348 -0.204 0.163
H 2.705740 -4.897777 1.105112 -0.066 0.095 -0.076 0.370
H 2.330337 -3.183937 1.315701 -0.022 -0.176 -0.205 0.398
H 3.061244 -3.770641 -0.200143 -0.140 0.028 0.077 0.257
H -0.259066 -7.262494 -2.453867 0.127 0.039 0.043 0.289
H 0.936989 -8.553559 -2.131981 0.020 0.180 0.172 0.416
H 1.459677 -7.048450 -2.940119 -0.107 -0.013 0.145 0.299
O -2.911890 -5.898294 -5.098243 0.893 0.301 -0.248 -0.656
S -1.854880 -5.540459 -6.017461 0.162 0.397 -0.537 1.271
O -0.460857 -5.798344 -5.723871 -1.182 0.096 0.202 -0.605
O -2.020560 -3.971549 -6.431245 -0.087 -1.393 -0.341 -0.268
C -2.040985 -2.996169 -5.398209 0.178 0.770 0.910 -0.350
C -0.657849 -2.769950 -4.815107 0.272 -0.196 0.142 -0.875
C -2.220274 -6.241076 -7.606932 -0.036 0.175 -0.041 -0.823
H -2.759077 -3.274600 -4.618706 0.060 -0.126 -0.145 0.314
H -2.396239 -2.061161 -5.844435 -0.049 -0.371 -0.218 0.279
H -0.294260 -3.664069 -4.301629 -0.056 0.116 -0.034 0.199
H -0.669663 -1.950229 -4.091040 -0.083 -0.025 -0.134 0.381
H 0.061244 -2.536933 -5.606885 -0.147 0.041 0.100 0.262
H -3.259066 -6.028786 -7.860609 0.105 0.040 0.003 0.168
H -2.063011 -7.319852 -7.538723 0.023 0.175 0.163 0.374
H -1.540323 -5.814742 -8.346861 -0.097 -0.018 0.162 0.335
O -7.722193 -4.336528 -9.048435 0.749 -0.819 -0.325 -0.643
S -6.934385 -5.546980 -8.981791 -0.263 -0.430 0.060 1.243
O -5.631177 -5.651167 -9.603720 -0.965 0.374 0.327 -0.598
O -7.850445 -6.803616 -9.473570 0.707 0.676 1.075 -0.261
C -8.443613 -6.746708 -10.763477 -0.324 0.068 -1.188 -0.346
C -7.419137 -6.972219 -11.860675 0.316 0.129 -0.107 -0.976
C -6.771480 -6.028168 -7.280993 -0.081 -0.159 -0.044 -0.956
H -8.972030 -5.797013 -10.903689 0.130 -0.047 0.157 0.320
H -9.194377 -7.542872 -10.808640 0.164 0.118 0.382 0.268
H -6.687128 -6.160704 -11.890857 -0.116 -0.089 -0.011 0.298
H -7.902533 -7.022932 -12.840527 -0.043 -0.041 0.156 0.377
H -6.865678 -7.900535 -11.686848 -0.152 0.084 -0.037 0.259
H -7.750366 -5.987230 -6.802858 0.096 -0.006 -0.119 0.356
H -6.088718 -5.323958 -6.800300 -0.076 -0.015 -0.192 0.350
H -6.354428 -7.035967 -7.236268 -0.070 0.146 -0.060 0.310